ORCA calculation (ωB97M-V with the def2-TZVPD basis set) on a 2-piece molecular cluster, C2H8NO2 overall at a distorted geometry.

ΔE to the lowest compared entry with this formula, charge and spin: 465.10 kJ/mol
HOMO-LUMO gap: 10.3 eV
E_tot: -7778.138 eV
total charge: +1

CARTESIAN COORDINATES (ANGSTROEM)
C -0.3305 0.4108 0.7958
C -0.8297 -0.0930 -0.4913
N -1.0105 0.7408 1.8365
O 1.4757 -1.0962 -1.9622
O 1.8719 -0.4300 -0.7944
H 0.7356 0.5491 1.0521
H -1.8161 -0.2404 -0.5708
H -0.5119 -1.0664 -0.5506
H -0.3357 0.3735 -1.2346
H 2.7970 -0.3241 -0.6528
H -0.6789 0.9160 2.7651
H -2.0164 0.7753 1.7565
H 1.5040 -0.3886 -2.5917

Atomic partial charges in e from the Löwdin method, atoms 1 to 6: -0.023, 0.021, 0.237, -0.021, -0.104, 0.157